1.
37
Properties=species:S:1:pos:R:3:forces:R:3 method="wB97M-V/def2-TZVPD" lumo_energy_ev=0.434 smiles="CCP(C)OC(=O)OCC=O.CCOC(=O)OC" orbital_gap_ev=9.7156
C -3.967841 0.597755 -3.125463 0.08 0.05 0.08
C -3.636321 0.858614 -1.647930 -0.12 -0.04 -0.09
P -2.909902 2.539717 -1.475438 -0.03 -0.15 -0.03
C -4.359245 3.422670 -0.794439 0.17 0.09 0.06
O -2.148504 2.387899 0.057220 0.12 0.25 0.06
C -0.887931 1.961939 0.069719 -0.14 -0.12 0.13
O -0.338524 1.388818 -0.820619 0.13 -0.05 -0.15
O -0.284809 2.290002 1.249365 -0.15 0.09 0.10
C -0.394269 1.331188 2.302868 0.11 -0.11 0.10
C -1.838040 0.899711 2.525381 0.06 0.28 0.08
O -2.279466 -0.104618 2.046910 -0.11 -0.31 -0.08
H -3.068410 0.325274 -3.678159 -0.03 0.00 0.00
H -4.699622 -0.203814 -3.227683 0.06 0.00 -0.02
H -4.377261 1.488967 -3.610858 -0.08 -0.06 0.03
H -2.916633 0.127841 -1.273925 0.02 0.05 -0.05
H -4.534848 0.775662 -1.031707 0.05 0.02 0.05
H -5.192392 3.334280 -1.495084 0.04 0.03 0.02
H -4.640955 3.004015 0.172481 -0.08 -0.06 -0.06
H -4.108105 4.476815 -0.664407 -0.10 -0.04 -0.04
H -0.016898 1.833837 3.192757 0.05 -0.01 -0.05
H 0.213369 0.447136 2.089757 -0.07 0.02 -0.07
H -2.469760 1.565264 3.142169 0.02 0.05 -0.05
C 2.491860 -0.450581 -0.017399 0.10 0.00 -0.05
C 2.220570 -1.760706 0.684539 -0.13 0.08 0.07
O 3.010013 -2.834481 0.136994 0.08 0.04 -0.08
C 4.268510 -2.890511 0.564538 -0.10 -0.20 0.24
O 4.773085 -2.179449 1.396329 0.03 0.07 -0.11
O 4.871235 -3.912706 -0.046134 0.00 0.06 -0.05
C 6.237166 -4.105161 0.332434 0.03 -0.02 -0.02
H 2.330325 -0.551789 -1.090547 -0.04 0.01 0.01
H 1.810933 0.318808 0.345754 0.00 0.00 -0.03
H 3.514879 -0.118039 0.155586 0.00 -0.02 0.03
H 1.190549 -2.079070 0.533376 0.02 -0.04 -0.03
H 2.413224 -1.692055 1.755303 0.04 0.00 -0.01
H 6.328674 -4.193849 1.412906 -0.01 0.01 0.00
H 6.847699 -3.273219 -0.015246 0.00 0.01 0.03
H 6.547648 -5.026164 -0.151345 -0.01 0.01 -0.01

***

2.
76
Properties=species:S:1:pos:R:3:forces:R:3 method="wB97M-V/def2-TZVPD" lumo_energy_ev="-4.630 / -4.916" multiplicity=2 e_above_lowest_kcal_mol=16.9 total_charge=+1 orbital_gap_ev="5.1997 / 4.9145"
Fe -0.245541 0.034044 0.311825 0.42 0.61 -0.94
Se 2.004489 5.489532 -3.204079 -0.06 -0.12 0.27
P 1.037387 5.615484 -1.329983 0.31 0.10 -0.72
C 2.074055 6.280611 -0.005173 -0.16 -0.13 0.14
C 3.354596 6.739718 -0.280957 0.04 0.06 0.04
C 4.144808 7.231653 0.752763 -0.04 -0.01 -0.01
C 3.649483 7.266212 2.048959 0.04 0.02 -0.01
C 2.367271 6.803355 2.325141 -0.08 -0.01 -0.01
C 1.577879 6.305314 1.300507 0.11 0.00 0.00
C -0.438686 6.653998 -1.424902 0.05 -0.05 0.13
C -0.557190 7.827509 -0.689967 -0.07 -0.05 -0.03
C -1.664802 8.646957 -0.875833 0.04 0.00 0.02
C -2.641911 8.294954 -1.791311 0.00 0.01 -0.03
C -2.519304 7.122159 -2.529445 0.01 -0.02 -0.01
C -1.418294 6.304471 -2.353157 -0.05 0.06 0.05
C 0.439240 4.019475 -0.698476 -0.27 0.06 0.42
C 0.997760 2.783511 -0.398045 -0.12 -0.15 -0.21
N -0.031651 2.023171 0.060707 -0.63 -1.27 0.06
N -1.148443 2.738301 0.058057 0.24 0.38 -0.05
N -0.881851 3.937113 -0.380276 0.01 -0.19 0.07
P 2.558964 1.926808 -0.444275 0.30 0.48 0.17
Se 2.051181 -0.159135 -0.711997 -0.83 -0.33 0.53
C 3.592145 2.452143 -1.802782 -0.04 -0.19 -0.02
C 4.806933 3.097876 -1.595275 -0.04 0.02 0.03
C 5.585307 3.439753 -2.689240 0.04 0.02 -0.02
C 5.163533 3.121959 -3.971758 -0.02 0.00 -0.01
C 3.959804 2.457708 -4.174112 0.00 0.01 0.00
C 3.169874 2.123090 -3.091071 0.04 0.05 -0.01
C 3.398151 2.201010 1.125208 -0.04 -0.08 -0.02
C 3.692589 3.506823 1.520575 -0.02 -0.06 0.07
C 4.324109 3.725571 2.734857 -0.01 -0.02 -0.05
C 4.652520 2.651420 3.552527 0.00 0.02 0.02
C 4.359462 1.355157 3.157400 0.02 -0.01 0.01
C 3.731801 1.124333 1.942229 0.06 0.03 -0.02
H 3.720138 6.706171 -1.300912 -0.01 -0.01 0.01
H 5.142004 7.596451 0.541310 -0.02 -0.01 0.01
H 4.263933 7.658188 2.851326 -0.02 -0.01 -0.03
H 1.983100 6.837362 3.337066 0.01 -0.02 -0.02
H 0.578864 5.934919 1.506140 0.02 0.02 0.03
H 0.208732 8.110447 0.019081 -0.02 0.04 -0.01
H -1.757057 9.563052 -0.306468 0.01 -0.02 -0.02
H -3.497226 8.941418 -1.942410 0.00 -0.03 0.01
H -3.280455 6.852532 -3.250526 0.01 0.01 0.02
H -1.309115 5.398467 -2.935391 -0.01 0.02 -0.03
H 5.145482 3.329092 -0.594282 0.02 0.00 -0.03
H 6.528766 3.947228 -2.538358 -0.01 0.00 0.00
H 5.778462 3.390289 -4.821712 -0.01 -0.01 0.03
H 3.635871 2.210269 -5.176256 0.00 0.01 0.02
H 2.226140 1.612378 -3.236821 0.00 0.02 -0.04
H 3.429363 4.342777 0.885075 0.02 0.04 0.05
H 4.558961 4.735715 3.039220 -0.02 0.01 0.00
H 5.137979 2.828843 4.504285 0.00 -0.01 -0.04
H 4.627141 0.520611 3.792471 -0.02 0.00 -0.02
H 3.506128 0.114685 1.626580 -0.01 0.00 0.04
I -3.106329 0.088533 0.178861 0.31 -0.11 0.02
C -2.368604 -1.135922 -1.352170 -0.19 0.12 0.22
C -3.188946 -1.811840 -2.228647 0.04 -0.07 -0.10
C -2.569863 -2.555684 -3.223500 -0.06 0.03 0.01
C -1.184762 -2.583110 -3.293158 -0.01 -0.01 -0.01
C -0.454169 -1.876359 -2.358586 0.12 0.01 0.08
N -1.041096 -1.160786 -1.391250 0.08 0.49 0.59
H -4.263797 -1.754679 -2.139263 0.01 0.00 -0.01
H -3.170035 -3.102922 -3.938999 0.03 0.01 0.01
H -0.673323 -3.141818 -4.064157 0.00 0.00 0.04
H 0.626904 -1.865306 -2.368740 -0.01 0.00 -0.03
Se 0.157190 -0.844951 2.338806 1.19 0.03 -0.46
C -0.618540 -1.330920 4.003719 -0.73 0.21 -0.36
C 0.126907 -1.128830 5.152805 0.07 0.01 0.09
C -0.431454 -1.529457 6.359424 -0.22 -0.14 -0.07
N -1.633740 -2.096805 6.455492 0.03 0.05 -0.02
C -2.336748 -2.280406 5.338604 0.18 0.05 0.10
C -1.876423 -1.910880 4.081506 -0.08 -0.05 0.18
H 1.109177 -0.677331 5.119578 -0.01 0.00 -0.02
H 0.111154 -1.394171 7.288853 -0.01 0.01 -0.05
H -3.311632 -2.741810 5.454357 0.04 0.01 -0.01
H -2.486794 -2.078977 3.204977 0.05 0.02 -0.03

***

3.
14
Properties=species:S:1:pos:R:3:forces:R:3 method="wB97M-V/def2-TZVPD" lumo_energy_ev="-0.966 / -0.965" e_above_lowest_kcal_mol=95.1 orbital_gap_ev="7.1835 / 7.1840"
C 3.405047 -0.695771 0.542094 -0.26 -0.16 -0.20
C 2.093986 -0.857261 0.261420 -0.17 0.10 0.05
C 0.867776 -0.836760 0.089214 0.28 -0.04 -0.04
C -0.891034 1.572663 -0.242194 0.05 0.06 0.00
C -1.444520 0.202306 0.137810 -0.03 0.01 0.05
C -0.529220 -0.949662 -0.310092 0.00 -0.01 -0.03
H 4.040593 -1.326027 -0.100969 -0.08 0.09 0.14
H 0.059239 1.758897 0.271109 -0.14 -0.02 -0.09
H -1.586885 2.370207 0.034687 0.09 -0.11 -0.02
H -0.707652 1.650718 -1.320320 -0.05 -0.05 0.13
H -1.584725 0.149546 1.223493 0.04 0.00 -0.13
H -2.432342 0.052252 -0.317567 0.18 -0.01 0.08
H -0.566408 -1.066591 -1.402809 0.00 0.03 0.13
H -0.894529 -1.905230 0.095346 0.08 0.11 -0.06

***

4.
44
Properties=species:S:1:pos:R:3:forces:R:3 method="wB97M-V/def2-TZVPD" lumo_energy_ev=-4.983 e_above_lowest_kcal_mol=0.0 total_charge=+1 orbital_gap_ev=5.7783
I -7.731871 -0.104360 -3.929990 0.12 -0.40 0.01
C -6.478523 -1.547591 -2.953847 0.50 0.56 0.28
C -5.117266 -0.893728 -2.680933 0.18 -0.63 -0.20
C -4.248174 -1.768293 -1.730252 -0.91 0.65 -0.27
N -3.515575 -0.869101 -0.781787 -0.62 -1.51 -1.69
C -2.724392 0.039165 -1.315151 0.88 1.09 -0.13
C -2.036065 0.933230 -0.512994 -0.79 -0.81 1.30
C -2.295750 0.755394 0.850918 0.71 0.80 -0.48
C -3.134797 -0.260568 1.292901 0.22 0.37 0.29
N -3.743558 -1.080871 0.470881 -0.12 -0.01 0.69
H -6.379337 -2.452158 -3.545271 -0.25 0.03 -0.10
H -6.939048 -1.752633 -1.990454 -0.25 -0.17 -0.15
H -5.318148 0.082600 -2.240175 0.23 0.03 0.07
H -4.558877 -0.770693 -3.610127 -0.23 0.31 -0.07
H -4.921828 -2.402034 -1.162101 0.35 -0.01 0.43
H -3.537408 -2.384830 -2.274364 0.14 0.05 0.11
H -2.638193 0.090479 -2.388420 -0.19 -0.29 -0.12
H -1.381810 1.678653 -0.936718 0.06 0.07 0.12
H -1.851931 1.396765 1.599425 0.10 0.06 -0.07
H -3.314319 -0.392736 2.349760 -0.11 -0.17 -0.01
C 1.800135 -0.162451 -1.205861 0.18 0.17 0.01
O 1.854332 0.992186 -0.387029 -0.26 -0.28 -0.12
C 1.250018 0.825469 0.888782 0.00 0.42 0.11
C 2.286626 0.869611 1.992243 0.19 -0.20 -0.16
N 3.123863 -0.321294 1.965557 -0.09 0.13 0.05
C 4.296961 -0.247769 2.838958 -0.02 -0.22 -0.13
C 5.362265 0.795485 2.514284 0.16 -0.05 0.25
O 6.052718 0.558916 1.302035 -0.18 0.13 -0.01
C 5.438730 1.081723 0.139776 0.23 -0.16 -0.06
H 2.164665 0.114686 -2.193356 0.00 0.05 0.03
H 2.437190 -0.960695 -0.815363 -0.12 -0.11 -0.01
H 0.771857 -0.531532 -1.302579 0.01 -0.08 0.02
H 0.655095 -0.094148 0.937062 0.17 -0.13 -0.03
H 0.562201 1.670439 1.020296 0.04 0.03 0.06
H 1.778761 0.930189 2.959711 0.04 0.01 0.02
H 2.876433 1.784830 1.855351 -0.17 0.14 0.05
H 3.442721 -0.476751 1.018301 0.03 0.00 0.00
H 4.773430 -1.229808 2.803151 0.05 0.03 0.05
H 3.957437 -0.101965 3.868838 -0.02 0.06 -0.01
H 6.118904 0.734657 3.300315 0.00 -0.01 -0.01
H 4.974162 1.820666 2.546707 -0.08 -0.01 -0.13
H 4.876162 1.996161 0.345555 -0.06 -0.03 0.03
H 4.785186 0.338790 -0.328439 -0.12 0.11 -0.03
H 6.227020 1.315913 -0.575599 0.02 0.01 0.04